(1)
87
Properties=species:S:1:pos:R:3:lowdin_charge:R:1 method="wB97M-V/def2-TZVPD" relative_energy_kj_mol=325.2 total_charge=0 homo_ha=-0.302 smiles=CC1(C)CCCC(C)(C)N1O.CC(C)O.CC(C)O.CC(C)O.CC(C)O.O.O.O total_energy_ev=-40567.1977
O -4.40561 -3.79271 0.00991 -0.03
O -5.34842 1.72871 6.49345 -0.05
O 0.76921 5.24164 -2.44801 -0.06
O 5.14088 -4.08951 -3.12627 0.00
O -0.82031 0.47896 4.94006 -0.07
O -1.38382 1.72784 0.36852 -0.05
O -5.97079 0.87081 0.26881 -0.05
O -4.14257 6.06654 0.50231 -0.05
N 4.16432 -3.31733 -3.71106 -0.11
C -4.81453 -4.89506 2.16237 -0.04
C 2.37388 -1.58690 -3.43281 -0.14
C 1.96468 5.02935 -3.13771 -0.51
C 0.42475 0.45199 5.58341 -0.50
C -5.56095 3.16005 6.46694 -0.47
C -6.11137 3.71141 5.15646 -0.07
C 4.47856 -2.86181 -5.11371 -0.47
C 0.49388 -0.91770 6.36978 -0.04
C 2.13585 6.25599 -4.01393 -0.05
C 4.58315 -4.06463 -6.02109 -0.05
C 3.04261 4.66164 -2.11023 -0.05
C 3.25588 -2.10260 -5.71568 -0.15
C 1.54292 0.79467 4.62799 -0.05
C 5.77167 -1.98427 -5.20166 -0.03
C -4.37491 4.01177 7.06882 -0.05
C 2.66676 -3.12756 -1.61498 -0.03
C 2.81561 -0.98958 -4.80383 -0.20
C -4.00301 -4.79719 0.80425 -0.53
C 3.50012 -2.40513 -2.73936 -0.47
C 4.46788 -1.42152 -2.07971 -0.04
C -4.14981 -6.15896 0.07199 -0.06
H 0.55843 4.56171 -1.80392 0.09
H 0.86506 -1.64781 5.65058 0.07
H -5.88714 -4.76385 2.01950 0.08
H -6.19399 4.79817 5.14131 0.08
H -4.20248 -2.90831 0.32324 0.10
H 6.67036 -2.58891 -5.07975 0.08
H 5.85955 -1.03914 -4.66584 0.07
H -5.37865 3.53002 4.37013 0.08
H 3.16930 6.28563 -4.35920 0.08
H -4.25802 6.99382 0.29480 0.03
H -4.72791 5.02191 7.27644 0.08
H -5.10463 -6.67714 0.16104 0.07
H -6.36651 3.43447 7.14804 0.12
H -2.94683 -4.56666 0.94362 0.13
H -6.29323 1.01541 -0.62077 0.03
H -3.45070 3.91759 6.49869 0.07
H 2.64403 3.88218 -1.46086 0.07
H -6.24586 1.40261 6.59278 0.08
H -4.47003 -3.95428 2.59174 0.06
H 2.40385 -2.53573 -0.73821 0.08
H 4.99971 -3.72066 -6.96779 0.09
H 1.71940 -3.45500 -2.04320 0.07
H 1.23832 -0.92193 7.16596 0.07
H 3.69644 -4.69263 -6.10754 0.09
H 2.50757 0.60387 5.09825 0.08
H 1.45270 0.27300 3.67520 0.09
H 3.35452 5.38947 -1.36119 0.08
H -3.49109 -6.90872 0.51024 0.07
H -4.52018 -5.83276 2.63370 0.07
H 5.19307 -2.02446 -1.53321 0.08
H 6.01954 -1.61739 -6.19769 0.08
H 1.51618 -2.18670 -3.73726 0.11
H -6.72519 1.05091 0.82977 0.03
H -1.56237 0.38344 5.54157 0.09
H -2.33587 1.82263 0.33929 0.03
H 1.80900 4.15150 -3.76480 0.13
H 3.92458 4.33726 -2.66251 0.08
H 3.13160 -4.06506 -1.30979 0.07
H 3.62232 -1.57777 -6.59794 0.12
H 3.56737 -0.20210 -4.75062 0.11
H 2.38003 -2.71033 -5.94288 0.12
H -1.20845 1.32866 1.22065 0.03
H -3.30979 5.83097 0.09338 0.03
H -4.09682 3.55793 8.02003 0.07
H 0.28231 1.21428 6.34939 0.12
H 1.85921 7.13615 -3.43350 0.08
H 5.35502 -4.76086 -5.69312 0.08
H -0.48379 -1.17878 6.77490 0.07
H 4.01233 -0.65084 -1.45792 0.09
H -7.06122 3.26457 4.86281 0.07
H -3.94823 -6.05938 -0.99457 0.07
H 1.87174 -0.61898 -5.20366 0.11
H 2.11017 -0.69319 -2.86728 0.12
H 1.57790 1.88222 4.56364 0.08
H 1.46679 6.20989 -4.87318 0.08
H 5.02096 -0.88313 -2.84934 0.06
H 5.90308 -3.51666 -3.23813 0.08


(2)
16
Properties=species:S:1:pos:R:3:lowdin_charge:R:1 method="wB97M-V/def2-TZVPD" relative_energy_kj_mol=95.5 total_charge=0 homo_ha=-0.335 smiles="CC1=CC=N[C@H]1C" total_energy_ev=-7857.1701
N -0.17978 -1.28043 -1.44925 0.07
C -0.47556 -0.68986 -0.14134 -0.38
C 0.29588 -0.31200 -2.15202 -0.17
C 0.36502 1.53611 1.08903 -0.05
C 0.57804 0.90081 -1.38667 -0.03
C 0.19019 0.66233 -0.11780 -0.24
C -0.46532 -1.57912 1.09342 -0.05
H -1.05539 -2.47517 0.88558 0.08
H 1.06244 1.09208 1.81388 0.08
H -1.53332 -0.51706 -0.40425 0.16
H 0.53419 -1.88715 1.41217 0.08
H 0.40246 -0.41006 -3.23167 0.10
H -0.93769 -1.05946 1.93780 0.08
H 1.02778 1.80663 -1.77979 0.10
H 0.77057 2.51415 0.81166 0.08
H -0.57952 1.69818 1.61924 0.08


(3)
22
Properties=species:S:1:pos:R:3:lowdin_charge:R:1 method="wB97M-V/def2-TZVPD" relative_energy_kj_mol=31.2 total_charge=+1 homo_ha=-0.494 total_energy_ev=-11434.2607
O 0.70126 0.73400 -1.39657 -0.06
O 0.50399 3.18925 -2.65018 -0.05
O -0.55521 5.25322 1.90484 -0.07
N -0.28594 -0.81072 0.60621 0.18
N -0.07020 -3.59651 1.56407 0.01
C 0.28324 -3.20910 0.22696 -0.28
C -0.64349 -2.06346 -0.18632 -0.13
H -0.94504 -4.09739 1.61997 0.08
H -1.22437 5.94270 1.99016 0.04
H -1.63724 -2.32458 0.17459 0.12
H 0.31346 -3.90542 -0.60410 0.12
H -1.05345 -0.51320 1.19617 0.16
H 0.20496 5.53777 2.41968 0.03
H 1.30372 -2.81537 0.31037 0.12
H 1.50351 0.60695 -1.92226 0.08
H 1.11075 3.94468 -2.53570 0.08
H 0.62463 -4.13095 2.06568 0.09
H 0.37510 1.55027 -1.83445 0.03
H 0.55617 -1.02112 1.15647 0.16
H -0.06038 -0.05823 -0.07593 0.09
H -0.35000 3.63874 -2.78820 0.08
H -0.65549 -1.85154 -1.24145 0.12


(4)
129
Properties=species:S:1:pos:R:3:lowdin_charge:R:1 method="wB97M-V/def2-TZVPD" relative_energy_kj_mol=340.1 total_charge=+1 homo_ha=-0.351 total_energy_ev=-165421.1763
Ge 0.71074 2.96324 2.93762 1.04
Ti -0.40996 -1.47569 -0.55405 1.28
F -2.38449 -1.17001 4.54630 0.10
F -4.72961 1.13718 1.26276 0.08
O 0.78527 -1.85727 1.07313 -0.04
O 0.40665 0.10359 0.28984 -0.09
N -0.80788 -3.52296 -0.69591 0.03
N -0.16306 -1.17190 -2.63223 -0.02
N 2.24804 -2.92521 -1.94508 0.03
N 0.04197 -4.18409 -1.54630 0.05
N 0.23742 -2.30465 -3.28035 0.04
N -2.50648 -1.21365 -1.46773 0.04
N 2.22755 -1.62759 -1.52110 0.12
C -3.29914 -0.34450 -0.81043 -0.18
C -2.02579 3.54411 2.07530 -0.10
C -2.27706 3.45632 -2.49154 -0.06
C 1.03694 3.65884 4.72766 -0.27
C -4.40770 0.22159 -1.43383 0.03
C 3.57405 1.03113 -0.28746 -0.14
C 2.00034 2.81835 0.46464 -0.07
C 1.88274 3.00501 5.62558 -0.12
C 4.78393 1.82428 0.28613 -0.17
C 3.91139 0.20972 -1.48954 -0.11
C 2.10285 3.50954 6.89815 -0.08
C -0.70293 3.98375 2.04315 -0.28
C 1.15987 0.01419 2.59203 -0.10
C -0.97139 -5.72659 -0.33870 0.06
C -0.49140 -0.25985 -3.55681 -0.22
C 2.91853 2.40255 -0.63419 -0.17
C 3.88807 -4.69262 -2.66951 -0.01
C 3.52011 -3.32597 -2.20422 -0.26
C 2.28073 2.89312 1.77566 -0.26
C 5.00111 3.06856 -1.92318 -0.04
C 4.59139 0.68051 -2.54885 -0.02
C -4.76698 -0.23436 -2.68758 -0.03
C 0.40204 4.82571 5.15219 -0.10
C -1.43682 -4.47769 0.03684 -0.19
C -4.02140 -1.22757 -3.30212 -0.03
C -3.72429 0.31253 1.59616 -0.21
C -1.87264 -1.09249 0.98388 -0.11
C -2.67290 2.79238 -3.64555 -0.07
C -2.51074 -4.24621 1.01770 -0.19
C -3.03084 4.23529 1.41227 -0.08
C 0.17376 -2.09527 -4.61081 -0.24
C -2.07487 1.59274 -3.99739 -0.03
C 0.58311 -3.11008 -5.62175 0.00
C 4.34194 -2.25698 -1.95712 0.03
C 5.10676 2.03077 -2.75707 -0.08
C -1.25848 2.93523 -1.70812 -0.04
C -2.93851 -0.26300 0.60575 -0.10
C 0.81413 -0.60782 1.28114 -0.59
C -0.29499 -0.81263 -4.82445 0.06
C -2.87142 -1.65801 -2.67403 -0.11
C -1.06097 1.05198 -3.20512 -0.16
C 0.61780 5.33466 6.42523 -0.08
C -3.36973 -4.55545 3.24620 -0.06
C -1.41344 5.84356 0.66128 -0.08
C -0.04463 -5.50462 -1.34261 -0.23
C 3.60122 2.63579 2.36508 -0.11
C 4.67801 2.14192 1.74368 -0.03
C 0.70338 -6.52688 -2.12448 0.01
C -0.64015 1.74747 -2.07322 -0.02
C -3.55209 0.04489 2.93754 0.08
C -4.55944 -3.94928 2.87128 -0.07
C -2.35088 -4.71294 2.31944 -0.03
C 3.49214 -1.20575 -1.56700 -0.22
C -4.73509 -3.51315 1.56494 -0.06
C 4.33722 3.03702 -0.58595 -0.18
C -2.55669 -0.85104 3.26116 -0.27
C 0.11189 1.07831 3.00567 -0.20
C -3.71636 -3.66474 0.63847 -0.03
C -0.41457 5.14326 1.32402 -0.12
C -2.72475 5.38868 0.70272 -0.10
C 1.47181 4.67878 7.29880 -0.08
C -1.70148 -1.40330 2.32304 -0.04
B 0.97488 -3.48042 -2.57157 -0.50
H -0.27029 5.34978 4.48098 0.09
H 1.66335 -3.26419 -5.60430 0.09
H 5.61772 2.18786 -3.69989 0.10
H -2.40738 1.05916 -4.87941 0.12
H 2.37781 2.07971 5.34174 0.10
H 0.54259 -6.40234 -3.19503 0.09
H -5.67375 -3.06272 1.26507 0.11
H -0.94155 3.46524 -0.81485 0.08
H -1.31311 -6.67818 0.03274 0.13
H -3.85880 -3.34743 -0.38626 0.11
H 0.19686 1.38339 -1.49811 0.08
H 3.03701 0.43510 0.44159 0.12
H 4.39826 4.00344 -0.09035 0.15
H 1.24128 -4.29622 -3.39192 0.11
H -5.35662 -3.82779 3.59445 0.11
H 3.70384 2.86983 3.42066 0.09
H -4.05198 3.87483 1.45142 0.10
H -2.28909 2.64328 2.62481 0.09
H -0.44056 -0.32817 -5.77494 0.13
H -1.41878 -5.18493 2.60798 0.12
H -4.19697 0.48468 3.68586 0.15
H 5.76135 1.41362 0.03930 0.15
H 4.76957 -0.00931 -3.36641 0.11
H 0.11588 6.24308 6.73464 0.11
H -0.28345 0.83810 3.99050 0.08
H -0.93002 -2.07247 2.67193 0.13
H -2.21894 -2.38959 -3.13205 0.12
H -3.45562 3.20639 -4.26882 0.11
H 5.41330 -2.21443 -2.06298 0.12
H -5.64361 0.17269 -3.17603 0.12
H 1.77338 -6.46495 -1.93865 0.07
H -4.29946 -1.63647 -4.26347 0.12
H 2.16117 0.43864 2.47214 0.10
H 2.42570 2.45246 -1.60417 0.15
H 0.10446 -4.07173 -5.43840 0.09
H -1.16672 6.74347 0.11212 0.11
H -3.23483 -4.90596 4.26153 0.11
H 1.24937 -0.79494 3.31603 0.13
H 5.43254 4.01510 -2.23017 0.11
H 3.68431 -5.44021 -1.90294 0.08
H 5.58189 2.01126 2.33011 0.11
H -4.99100 0.97106 -0.92725 0.12
H -2.75325 4.38619 -2.20591 0.10
H 3.34763 -4.97700 -3.57336 0.08
H -3.50641 5.93459 0.18906 0.11
H 0.36360 -7.51863 -1.83474 0.09
H 2.76410 2.98884 7.57945 0.10
H 1.64279 5.07467 8.29210 0.11
H -0.73000 1.03828 2.31411 0.05
H 0.30289 -2.76590 -6.61488 0.09
H 0.96968 2.98689 0.15409 0.08
H 0.60795 5.50362 1.26992 0.11
H 4.95415 -4.72597 -2.88451 0.09


(5)
21
Properties=species:S:1:pos:R:3:lowdin_charge:R:1 method="wB97M-V/def2-TZVPD" relative_energy_kj_mol=25.4 total_charge=-1 homo_ha="-0.176 / -0.176" smiles="C[C@@H]1C(C#N)=CC=C[C@@H]1S(=O)(=O)[O-]" total_energy_ev=-26893.4547
S 0.41163 1.61215 -1.52883 0.40
O 1.80732 2.04086 -1.41909 -0.38
O 0.14502 0.37666 -2.17999 -0.32
O -0.43711 2.71435 -1.92859 -0.35
N 0.54102 -3.79296 0.40522 0.14
C 0.57661 -0.18686 0.77407 -0.34
C -1.44338 1.21969 0.26240 -0.09
C -1.62908 -1.20183 0.35030 -0.01
C -0.25566 -1.37315 0.50866 -0.23
C 1.95608 -0.42636 0.14645 -0.08
C -2.23247 0.10443 0.31252 -0.06
C 0.00814 1.15589 0.28945 -0.29
C 0.26405 -2.68684 0.41668 -0.24
H 2.20947 -1.55466 0.30266 0.10
H -1.94121 2.10717 0.24732 0.07
H 1.77027 -0.42484 -0.89176 0.03
H -2.30157 -2.06252 0.22634 0.12
H -3.25873 0.14504 0.29029 0.07
H 0.60945 1.95003 0.95592 0.17
H 0.58249 -0.14323 2.01312 0.19
H 2.61766 0.42698 0.44686 0.10


(6)
48
Properties=species:S:1:pos:R:3:lowdin_charge:R:1 method="wB97M-V/def2-TZVPD" multiplicity=2 s_squared=0.767 total_charge=-2 homo_ha="-0.056 / -0.058" total_energy_ev=-100057.7544
V 0.07969 0.76168 -0.86279 0.38
Cl 1.79463 -0.60240 -1.34483 0.12
Cl 3.52814 -2.37300 1.13351 -0.67
S -0.43112 -0.39601 1.27803 0.76
S -1.91561 -3.61119 -0.80545 0.65
O -0.87624 0.55154 -2.17012 -0.42
O -3.24991 0.14271 -0.88871 -0.15
O -3.25791 -4.02371 -0.48825 -0.32
O -1.40937 -3.82519 -2.13399 -0.30
N -1.62582 -2.04491 -0.29403 -0.13
C -2.00381 2.86239 0.86145 -0.05
C 0.70189 -3.55010 2.15601 -0.08
C -0.48916 -5.59533 0.62987 -0.06
C 2.98269 1.91751 0.10185 -0.08
C 1.66563 2.69283 -2.72742 -0.06
C -1.37756 3.46715 -2.18784 -0.04
C 0.99071 2.67865 -1.40868 -0.32
C -0.40078 2.99231 -1.17169 -0.27
C 0.38749 -5.91544 1.67420 -0.09
C 0.97376 -4.89045 2.43836 -0.08
C -0.19412 -3.22593 1.13707 -0.21
C 0.80808 2.34766 2.31479 -0.08
C -0.67432 2.73487 0.21080 -0.29
C 1.57821 2.32154 -0.14096 -0.33
C -0.76869 -4.26075 0.39238 -0.22
C 0.56577 2.42198 0.85690 -0.33
C -0.73935 -1.95132 0.69301 -0.73
H -2.89503 -0.71528 -0.55714 -0.02
H -0.95314 -6.35003 -0.00331 0.11
H -2.37295 3.52297 -1.74061 0.07
H 1.40171 1.46722 2.59121 0.07
H 3.04975 1.09214 0.81896 0.07
H -2.58880 0.29921 -1.60744 -0.02
H 2.03030 3.69898 -2.96524 0.07
H 3.44291 1.55923 -0.81939 0.05
H 3.57995 2.74969 0.48224 0.08
H -0.12421 2.33362 2.88459 0.06
H -1.11837 4.46248 -2.56630 0.08
H 1.37342 3.23505 2.64710 0.08
H 1.66739 -5.13290 3.24752 0.10
H 1.23501 -2.74258 2.65410 0.06
H -2.23737 3.91963 1.05304 0.08
H 0.61694 -6.95812 1.89175 0.09
H -1.41809 2.77912 -3.04065 0.07
H 2.51495 2.00269 -2.73318 0.06
H -2.03715 2.32809 1.81571 0.07
H -2.78194 2.43911 0.21249 0.07
H 0.97179 2.38258 -3.51890 0.08